[1]
# C36H81Br9N6O23P2

C36H81Br9N6O23P2 as an isolated structure in a non-equilibrium geometry (ωB97M-V/def2-TZVPD, the Open Molecules 2025 dataset).

CARTESIAN COORDINATES (ANGSTROEM)
1 C -6.671 -1.159 -0.315
2 Br -6.066 0.718 -0.467
3 Br -5.306 -2.412 0.439
4 Br -7.415 -1.865 -2.009
5 H -7.505 -1.103 0.384
6 C 1.215 1.208 -6.170
7 Br 1.651 -0.731 -6.698
8 Br -0.714 1.632 -5.847
9 Br 2.042 2.316 -7.579
10 H 1.737 1.320 -5.219
11 C 2.559 1.011 4.510
12 Br 4.175 -0.041 5.232
13 Br 3.367 2.394 3.280
14 Br 1.577 1.815 6.045
15 H 1.802 0.376 4.049
16 O 0.545 0.435 1.797
17 P -0.029 0.082 0.499
18 N -1.536 0.835 0.208
19 C -2.845 0.249 0.645
20 C -1.585 2.265 -0.007
21 N -0.295 -1.628 0.301
22 C 0.575 -2.514 0.993
23 C -1.050 -2.135 -0.816
24 N 0.972 0.504 -0.768
25 C 0.518 0.610 -2.190
26 C 2.384 0.832 -0.573
27 H -2.750 -0.693 1.185
28 H -3.585 0.094 -0.140
29 H -3.301 0.992 1.299
30 H -2.328 2.409 -0.791
31 H -0.568 2.563 -0.263
32 H -2.063 2.664 0.887
33 H 1.385 -2.939 0.401
34 H 0.929 -2.081 1.928
35 H -0.065 -3.326 1.340
36 H -1.753 -1.429 -1.258
37 H -0.345 -2.465 -1.578
38 H -1.645 -2.956 -0.416
39 H -0.322 1.291 -2.324
40 H 1.361 1.034 -2.736
41 H 0.204 -0.360 -2.575
42 H 2.551 0.851 0.504
43 H 2.554 1.853 -0.914
44 H 3.141 0.222 -1.066
45 O -3.266 6.044 5.136
46 P -3.379 4.576 5.201
47 N -3.629 3.907 6.734
48 C -4.188 2.597 7.009
49 C -2.652 4.319 7.773
50 N -2.009 3.709 4.672
51 C -0.730 4.345 4.401
52 C -2.025 2.304 4.429
53 N -4.686 3.995 4.253
54 C -5.972 4.422 4.825
55 C -4.580 4.213 2.809
56 H -3.456 1.927 7.460
57 H -4.429 2.192 6.026
58 H -5.129 2.629 7.559
59 H -2.932 3.927 8.751
60 H -2.702 5.396 7.935
61 H -1.637 4.099 7.442
62 H -0.002 3.959 5.115
63 H -0.405 4.030 3.409
64 H -0.696 5.430 4.494
65 H -3.066 1.987 4.378
66 H -1.493 2.135 3.493
67 H -1.510 1.794 5.243
68 H -6.122 5.458 4.522
69 H -6.769 3.837 4.367
70 H -6.084 4.340 5.907
71 H -4.819 5.266 2.664
72 H -5.330 3.600 2.309
73 H -3.593 4.117 2.356
74 C 7.464 0.895 2.553
75 O 6.533 -0.155 2.688
76 C 5.481 -0.197 1.845
77 O 5.221 0.625 0.950
78 O 4.787 -1.217 2.268
79 C 3.515 -1.482 1.716
80 H 7.775 1.278 3.525
81 H 7.043 1.842 2.214
82 H 8.374 0.660 2.000
83 H 3.138 -2.372 2.220
84 H 3.451 -1.555 0.630
85 H 2.864 -0.692 2.092
86 C -0.068 6.614 -1.667
87 O 0.676 6.214 -0.502
88 C 1.196 4.993 -0.497
89 O 1.263 4.188 -1.428
90 O 1.599 4.685 0.804
91 C 1.904 5.671 1.818
92 H 0.671 6.720 -2.461
93 H -0.565 7.571 -1.510
94 H -0.834 5.876 -1.906
95 H 1.353 6.608 1.741
96 H 2.986 5.744 1.927
97 H 1.645 5.384 2.837
98 C 2.381 -7.720 -1.293
99 O 1.519 -7.366 -2.379
100 C 0.620 -6.314 -2.240
101 O 0.578 -5.464 -1.387
102 O -0.198 -6.424 -3.246
103 C -0.969 -5.292 -3.620
104 H 2.791 -8.719 -1.440
105 H 2.034 -7.620 -0.264
106 H 3.087 -6.892 -1.227
107 H -1.400 -4.802 -2.747
108 H -1.808 -5.496 -4.286
109 H -0.213 -4.679 -4.111
110 C 5.334 -0.724 -6.334
111 O 5.326 0.596 -5.836
112 C 4.659 0.826 -4.634
113 O 3.789 0.073 -4.162
114 O 4.865 2.084 -4.297
115 C 3.959 2.742 -3.378
116 H 5.778 -0.626 -7.325
117 H 4.307 -1.038 -6.522
118 H 5.828 -1.487 -5.734
119 H 4.341 3.757 -3.275
120 H 4.055 2.204 -2.435
121 H 2.911 2.812 -3.671
122 C 8.104 -3.597 0.692
123 O 6.734 -3.997 0.549
124 C 5.865 -3.379 -0.308
125 O 4.682 -3.649 -0.376
126 O 6.389 -2.406 -1.063
127 C 5.622 -1.439 -1.840
128 H 8.135 -2.728 1.348
129 H 8.535 -3.297 -0.264
130 H 8.610 -4.395 1.236
131 H 4.545 -1.475 -1.679
132 H 5.715 -1.753 -2.879
133 H 5.985 -0.417 -1.732
134 C -5.829 -8.334 -3.149
135 O -4.683 -7.671 -2.822
136 C -4.740 -6.643 -1.986
137 O -5.706 -5.958 -1.673
138 O -3.529 -6.383 -1.554
139 C -3.255 -5.380 -0.605
140 H -5.537 -9.167 -3.789
141 H -6.624 -7.750 -3.611
142 H -6.322 -8.821 -2.308
143 H -3.995 -5.165 0.165
144 H -2.765 -4.475 -0.966
145 H -2.455 -5.646 0.086
146 C -3.992 -2.516 -3.789
147 O -3.376 -1.305 -3.386
148 C -3.727 -0.139 -3.771
149 O -4.572 0.185 -4.649
150 O -3.131 0.721 -2.954
151 C -3.267 2.107 -3.166
152 H -5.055 -2.276 -3.813
153 H -3.760 -3.466 -3.309
154 H -3.807 -2.812 -4.821
155 H -3.466 2.480 -4.171
156 H -2.465 2.795 -2.899
157 H -4.117 2.537 -2.637

Properties
Frontier orbital gap (spin up / spin down), eV: 7.2 / 2.8
Electronic energy, hartree: -27327.829694
Multiplicity: 2
Net charge: +1
LUMO (spin up / spin down), eV: -2.487 / -6.904
Strongest force on any atom, hartree/bohr: 0.1085

---

[2]
# C23H49NO2OsP2

C23H49NO2OsP2 as an isolated structure in a non-equilibrium geometry (ωB97M-V/def2-TZVPD, the Open Molecules 2025 dataset).

CARTESIAN COORDINATES (ANGSTROEM)
1 Os -0.134 0.577 0.119
2 C -1.377 0.185 1.482
3 O -2.053 -0.260 2.304
4 C 1.001 1.150 -1.361
5 O 1.768 1.254 -2.256
6 P -1.817 0.095 -1.571
7 C -2.808 1.666 -1.779
8 H -3.472 1.462 -2.634
9 C -1.281 -0.303 -3.298
10 H -0.415 0.384 -3.420
11 C -3.161 -1.098 -1.116
12 H -3.421 -0.743 -0.091
13 C 1.566 -0.392 3.205
14 P 1.629 0.705 1.719
15 H 2.354 2.621 2.961
16 H 0.529 -0.264 3.590
17 C 3.441 0.829 1.251
18 H 3.927 0.934 2.240
19 C -0.777 -1.741 -3.432
20 H -0.139 -1.793 -4.323
21 H -1.605 -2.444 -3.588
22 H -0.189 -2.055 -2.558
23 C -2.303 0.020 -4.404
24 H -3.151 -0.673 -4.387
25 H -1.800 -0.114 -5.372
26 H -2.677 1.047 -4.370
27 C -4.422 -1.022 -1.991
28 H -4.800 -0.009 -2.149
29 H -5.213 -1.587 -1.482
30 H -4.269 -1.499 -2.960
31 C -2.679 -2.549 -0.989
32 H -3.452 -3.101 -0.436
33 H -1.730 -2.622 -0.441
34 H -2.569 -3.026 -1.971
35 C -3.651 1.879 -0.518
36 H -4.591 1.289 -0.597
37 H -3.870 2.941 -0.395
38 H -3.151 1.538 0.419
39 C -1.867 2.791 -2.178
40 H -1.060 2.909 -1.451
41 H -2.442 3.719 -2.222
42 H -1.404 2.613 -3.162
43 C 2.563 0.057 4.301
44 H 2.551 1.135 4.493
45 H 3.589 -0.234 4.033
46 H 2.314 -0.450 5.240
47 C 1.779 -1.879 2.897
48 H 2.826 -2.076 2.613
49 C 1.094 3.302 1.313
50 H 1.126 -2.205 2.083
51 H 1.537 -2.468 3.798
52 C 0.293 2.366 3.557
53 H 0.484 2.627 0.628
54 H 0.553 4.215 1.595
55 H 1.938 3.585 0.684
56 C 1.400 2.361 2.501
57 H -0.160 3.365 3.664
58 H 0.620 2.077 4.563
59 H -0.494 1.668 3.250
60 C 3.812 2.060 0.414
61 H 3.331 2.035 -0.567
62 H 4.898 2.051 0.253
63 H 3.584 3.010 0.911
64 C 3.919 -0.433 0.543
65 H 3.316 -0.636 -0.350
66 H 3.886 -1.317 1.184
67 H 4.959 -0.288 0.235
68 H -1.548 2.061 0.894
69 H -0.969 2.395 0.354
70 C 2.235 -4.441 0.291
71 C 1.280 -3.716 -0.638
72 C 0.918 -2.370 -0.227
73 N 0.397 -1.317 -0.047
74 H 3.162 -3.870 0.506
75 H 2.563 -5.381 -0.185
76 H 1.723 -4.716 1.220
77 H 1.706 -3.575 -1.661
78 H 0.347 -4.311 -0.729

Properties
Frontier orbital gap (spin up / spin down), eV: 6.4 / 4.4
Electronic energy, hartree: -1882.485491
Multiplicity: 5
Net charge: +4
LUMO (spin up / spin down), eV: -12.864 / -17.857
Strongest force on any atom, hartree/bohr: 0.1338
Relative energy (zero: lowest compared OMol25 entry of this formula, charge and spin), kcal/mol: 53.29

---

[3]
# C23H47Cl4NO20

A 9-piece molecular cluster, C23H47Cl4NO20 overall in a non-equilibrium geometry (ωB97M-V/def2-TZVPD, the Open Molecules 2025 dataset).

CARTESIAN COORDINATES (ANGSTROEM)
1 C -1.473 4.653 -2.635
2 N -0.868 5.518 -3.662
3 O -1.081 6.712 -3.618
4 O -0.238 4.979 -4.542
5 H -0.850 3.774 -2.509
6 H -2.433 4.345 -3.049
7 H -1.673 5.162 -1.698
8 C 0.213 6.769 3.261
9 O -0.722 5.809 2.829
10 C -0.308 4.682 2.277
11 O 0.811 4.477 1.871
12 O -1.346 3.888 2.077
13 C -1.100 2.533 1.751
14 H 0.537 7.446 2.467
15 H 1.105 6.276 3.652
16 H -0.254 7.386 4.025
17 H -1.222 2.414 0.677
18 H -1.835 1.918 2.279
19 H -0.166 2.111 2.124
20 C 1.975 -0.464 -4.264
21 O 0.831 0.363 -4.352
22 C -0.336 -0.185 -4.617
23 O -0.570 -1.352 -4.761
24 O -1.227 0.824 -4.681
25 C -2.587 0.493 -4.628
26 H 1.867 -1.354 -4.886
27 H 2.087 -0.824 -3.239
28 H 2.852 0.090 -4.578
29 H -3.156 1.394 -4.870
30 H -2.933 0.315 -3.602
31 H -2.965 -0.308 -5.262
32 C -3.105 -5.823 0.702
33 O -2.513 -5.863 -0.598
34 C -2.070 -4.701 -1.069
35 O -2.034 -3.649 -0.480
36 O -1.492 -4.967 -2.237
37 C -0.736 -3.919 -2.856
38 H -2.570 -5.200 1.411
39 H -3.117 -6.856 1.047
40 H -4.164 -5.579 0.596
41 H -0.071 -4.381 -3.576
42 H -0.129 -3.385 -2.128
43 H -1.411 -3.197 -3.309
44 C 3.184 -4.094 -3.785
45 O 4.201 -3.271 -3.241
46 C 3.999 -2.805 -2.004
47 O 2.994 -2.976 -1.355
48 O 5.069 -2.140 -1.626
49 C 5.156 -1.655 -0.296
50 H 3.600 -4.657 -4.614
51 H 2.327 -3.477 -4.063
52 H 2.786 -4.808 -3.059
53 H 6.221 -1.538 -0.094
54 H 4.732 -2.354 0.422
55 H 4.736 -0.657 -0.169
56 C 7.182 2.208 3.642
57 O 5.975 2.734 3.101
58 C 5.348 2.040 2.156
59 O 5.594 0.905 1.867
60 O 4.424 2.819 1.649
61 C 3.388 2.223 0.891
62 H 8.026 2.202 2.946
63 H 6.976 1.140 3.778
64 H 7.429 2.780 4.526
65 H 3.795 1.533 0.151
66 H 2.871 2.981 0.305
67 H 2.639 1.778 1.542
68 C -0.894 -1.708 2.987
69 O -2.166 -1.708 3.656
70 C -2.388 -0.752 4.541
71 O -1.698 0.216 4.737
72 O -3.551 -0.984 5.125
73 C -4.130 0.089 5.849
74 H -1.075 -2.088 1.987
75 H -0.169 -2.311 3.528
76 H -0.542 -0.678 2.964
77 H -3.527 0.360 6.715
78 H -5.106 -0.180 6.246
79 H -4.242 0.942 5.180
80 Cl -4.433 0.609 -0.192
81 C -4.707 -0.255 1.366
82 C -5.165 -1.670 1.087
83 Cl -6.749 -1.709 0.324
84 H -5.448 0.356 1.875
85 H -3.750 -0.206 1.880
86 H -5.204 -2.310 1.971
87 H -4.404 -2.190 0.500
88 Cl -0.857 0.998 -1.551
89 C -1.040 -0.691 -0.978
90 C 0.278 -1.352 -0.640
91 Cl 1.233 -0.274 0.432
92 H -1.587 -1.220 -1.760
93 H -1.784 -0.707 -0.182
94 H 0.894 -1.522 -1.515
95 H 0.037 -2.285 -0.137

Properties
Frontier orbital gap, eV: 11.0
Electronic energy, hartree: -4304.826104
LUMO, eV: 0.390
Strongest force on any atom, hartree/bohr: 0.0388
Relative energy (zero: lowest compared OMol25 entry of this formula, charge and spin), kcal/mol: 15.68
SMILES: C[N+](=O)[O-].COC(=O)OC.COC(=O)OC.COC(=O)OC.COC(=O)OC.COC(=O)OC.COC(=O)OC.ClCCCl.ClCCCl